Entry 1:
This record from the OMol25 dataset describes 2 unconnected molecules or ions with the total composition C3H12O3PSi. The level of theory is wB97M-V/def2-TZVPD.

Atoms and positions in Å:
C (-0.60792, 0.80662, -2.04299)
C (-1.22184, -1.21509, 0.31374)
C (-2.42765, 1.68038, 0.78372)
O (0.21490, 1.22554, 0.81633)
O (4.56958, -0.20825, -1.56699)
O (2.29303, 0.62703, -0.23832)
Si (-1.12002, 0.56550, -0.14188)
P (1.69008, 1.14493, 1.04841)
H (-1.37981, 0.26217, -2.57740)
H (-0.61142, 1.78625, -2.42240)
H (0.29808, 0.25500, -2.23209)
H (-2.23006, -1.65994, -0.04465)
H (-0.34082, -1.75802, -0.18966)
H (-1.28212, -1.51473, 1.36566)
H (-2.61295, 1.14013, 1.61689)
H (-2.07649, 2.76986, 0.92183)
H (-3.30962, 1.65473, 0.16465)
H (5.29632, 0.37458, -1.75795)
H (4.86955, -1.08589, -1.66814)
H (3.20013, 0.35519, -0.47204)

Forces on atoms 1 to 2 (eV/Å):
C -1.262 -1.697 2.416
C -0.495 -1.762 -0.998

Summary:
HOMO-LUMO gap = 9.12 eV
Total charge = +1
LUMO = -5.012 eV
E_tot = -977.90976 a.u.
Energy relative to the best compared isomer or geometry (same formula, charge and spin) = 0.0 kJ/mol


Entry 2:
This record from the OMol25 dataset describes a molecular structure, C6H11NO2. The level of theory is wB97M-V/def2-TZVPD.

Atoms and positions in Å:
C (0.22160, -2.74351, 1.43604)
C (0.06513, -1.30405, 1.93460)
C (-0.04605, 0.93064, 1.16608)
C (-0.10024, 0.07955, -0.15195)
C (0.86797, 0.61677, -1.21247)
C (0.01692, 1.64521, -2.13008)
H (-0.55061, -3.25963, 2.09221)
H (1.30773, -3.57024, 1.47228)
H (-0.06426, -3.01889, 0.34209)
H (-1.15017, 1.31045, 1.35093)
H (0.58123, 1.96037, 1.11078)
H (-0.98250, -0.72930, -0.41504)
H (1.57513, 1.20488, -0.65752)
H (1.16954, -0.32859, -1.72428)
H (0.45282, 1.84217, -3.12201)
H (-0.92446, 0.99385, -2.46068)
H (-2.26460, 2.70525, -1.63789)
N (0.54575, -0.22459, 1.15854)
O (-0.48651, -1.00747, 2.96053)
O (-0.23441, 2.89712, -1.51216)

Forces on atoms 1 to 2 (eV/Å):
C 0.692 -4.059 -0.665
C 1.001 0.823 -0.556

Summary:
HOMO-LUMO gap = 6.36 eV
LUMO = -3.012 eV
E_tot = -440.08441 a.u.
Energy relative to the best compared isomer or geometry (same formula, charge and spin) = 1057.6 kJ/mol


Entry 3:
This record from the OMol25 dataset describes 4 unconnected molecules or ions with the total composition C18H34FI2N2O8P. The level of theory is wB97M-V/def2-TZVPD.

Atoms and positions in Å:
C (2.84508, -0.90404, 2.88459)
C (1.28639, -0.75291, 2.62699)
I (0.07434, -2.47133, 3.27575)
C (0.67973, 0.36732, 2.00286)
I (1.87694, 2.07092, 1.29639)
O (-0.72141, 0.48071, 1.74664)
C (-1.46699, 0.66826, 2.93103)
O (-0.96611, 1.07061, 3.99582)
N (-2.89905, 0.29992, 2.84539)
P (-3.95407, 1.71931, 2.80594)
N (-4.34924, 2.01447, 1.26224)
C (-3.27164, -0.69071, 3.88922)
C (-3.94946, -1.97674, 3.18865)
F (-4.07569, -0.17515, 4.95608)
H (3.46113, 0.01948, 2.66031)
H (3.23893, -1.81076, 2.30190)
H (2.98243, -1.17338, 3.99105)
H (-5.19096, 1.56097, 3.50451)
H (-3.24337, 2.88134, 3.25158)
H (-5.38530, 1.98061, 1.19807)
H (-2.30563, -1.08457, 4.37080)
H (-4.83658, -2.37845, 3.77649)
H (-3.18623, -2.79750, 2.96770)
H (-4.36340, -1.64420, 2.16630)
O (-6.65266, -0.91605, 0.99336)
C (-7.24049, -1.94708, 1.22342)
O (-6.82165, -3.09787, 0.66647)
C (-7.33604, -4.39252, 1.00624)
C (-8.60067, -4.69840, 0.22981)
C (-8.49149, -1.94822, 2.05715)
H (-7.46949, -4.49026, 2.08641)
H (-6.56233, -5.11087, 0.72622)
H (-9.39875, -3.99107, 0.46552)
H (-8.95559, -5.70632, 0.45405)
H (-8.41611, -4.61983, -0.84427)
H (-9.33649, -1.65581, 1.43232)
H (-8.36895, -1.22163, 2.86222)
H (-8.70330, -2.90235, 2.53501)
O (5.01516, 3.98789, -0.20175)
C (4.42845, 4.10169, -1.25755)
O (4.84762, 3.42415, -2.33834)
C (4.12664, 3.35387, -3.58119)
C (4.42602, 4.55595, -4.45396)
C (3.28306, 5.06551, -1.39663)
H (3.05643, 3.21457, -3.40688)
H (4.47708, 2.44761, -4.08561)
H (4.10888, 5.48819, -3.97986)
H (3.91793, 4.46821, -5.41617)
H (5.50148, 4.64076, -4.62889)
H (3.67911, 6.06924, -1.55622)
H (2.70408, 5.04830, -0.47132)
H (2.58967, 4.81466, -2.19615)
O (4.98918, 0.84936, -4.78653)
C (5.72112, 0.24344, -4.03398)
O (6.94600, -0.12503, -4.44261)
C (7.94738, -0.68732, -3.58324)
C (7.75655, -2.18241, -3.42823)
C (5.24285, -0.17941, -2.67395)
H (7.98005, -0.16395, -2.62482)
H (8.90700, -0.49807, -4.06920)
H (6.79806, -2.41961, -2.96146)
H (8.55338, -2.61056, -2.81686)
H (7.76090, -2.67011, -4.40607)
H (4.65593, -1.09400, -2.77111)
H (4.61182, 0.61400, -2.26890)
H (6.04230, -0.33286, -1.95274)

Forces on atoms 1 to 2 (eV/Å):
C -0.655 -0.901 0.564
C -0.337 2.613 -1.564

Summary:
HOMO-LUMO gap = 7.55 eV
LUMO = -0.604 eV
E_tot = -2454.16395 a.u.
SMILES = C/C(I)=C(\I)OC(=O)N([PH2]=N)[C@H](C)F.CCOC(C)=O.CCOC(C)=O.CCOC(C)=O
Energy relative to the best compared isomer or geometry (same formula, charge and spin) = 0.0 kJ/mol


Entry 4:
This record from the OMol25 dataset describes a molecular structure, C26H22BCl3N3O3PPb. The level of theory is wB97M-V/def2-TZVPD.

Atoms and positions in Å:
Pb (-1.09585, -1.80656, -1.11906)
C (1.78043, 5.79909, -2.08915)
C (1.24516, 4.86854, -2.97392)
C (0.80613, 3.64391, -2.50516)
C (0.91868, 3.35022, -1.14645)
C (1.44681, 4.27948, -0.25752)
C (1.87819, 5.50826, -0.73615)
P (0.33065, 1.77879, -0.54641)
C (0.90235, 1.50255, 1.12009)
C (-0.00709, 1.72898, 2.15427)
C (0.39116, 1.54889, 3.46957)
C (1.68085, 1.12260, 3.74900)
C (2.58960, 0.90723, 2.71955)
C (2.21426, 1.10970, 1.40133)
C (-1.43547, 1.64673, -0.61071)
C (-2.16691, 2.83117, -0.76396)
C (-3.54753, 2.77644, -0.69426)
C (-4.16129, 1.55448, -0.44532)
C (-3.40986, 0.39267, -0.29985)
C (-2.01084, 0.37848, -0.39888)
H (2.11714, 6.75877, -2.46159)
H (1.17403, 5.10110, -4.02936)
H (0.38235, 2.91435, -3.18597)
H (1.53215, 4.04216, 0.79539)
H (2.29711, 6.23787, -0.05451)
H (-1.02251, 2.03264, 1.92623)
H (-0.31619, 1.71850, 4.27165)
H (1.98126, 0.94846, 4.77559)
H (3.59851, 0.58346, 2.94483)
H (2.93175, 0.97820, 0.60594)
H (-1.66185, 3.77827, -0.91604)
H (-4.13725, 3.67567, -0.82240)
H (-5.24347, 1.50446, -0.38338)
H (-3.93377, -0.54327, -0.13031)
Cl (1.72944, -6.22522, 4.32698)
C (1.44998, -5.38265, 2.82880)
C (0.76983, -4.18148, 2.83610)
C (0.58235, -3.52970, 1.63209)
Cl (-0.32597, -2.03246, 1.61033)
C (1.04352, -3.98655, 0.37406)
O (0.87777, -3.33291, -0.72040)
C (1.70274, -5.24486, 0.45075)
Cl (2.26987, -5.93673, -1.03516)
C (1.90433, -5.92437, 1.63411)
H (0.39809, -3.75906, 3.76020)
H (2.41104, -6.88007, 1.62870)
N (1.54243, -1.66000, -2.77627)
N (2.47644, -0.65316, -2.56547)
C (2.21209, 0.48477, -1.89685)
O (3.04135, 1.31440, -1.61167)
O (0.88090, 0.58908, -1.51422)
H (1.77458, -2.48165, -2.22985)
H (1.48866, -1.88518, -3.75837)
H (3.44796, -0.79691, -2.78075)
B (-5.43332, -4.10204, -0.59838)
C (-4.05154, -3.38684, -0.55273)
N (-3.02195, -2.85674, -0.53268)
H (-5.48609, -4.87358, 0.33390)
H (-5.44369, -4.68411, -1.66489)
H (-6.28947, -3.24430, -0.54140)

Forces on atoms 1 to 2 (eV/Å):
Pb 0.372 0.142 -0.941
C -0.034 -0.015 0.004

Summary:
HOMO-LUMO gap = 6.89 eV
LUMO = -0.620 eV
E_tot = -3333.57571 a.u.
Energy relative to the best compared isomer or geometry (same formula, charge and spin) = 75.6 kJ/mol